(1)
Computed, not measured: a molecular structure, C39H97N6NiO13, with ωB97M-V/def2-TZVPD.

Geometry as XYZ:
```
156
Properties=species:S:1:pos:R:3:mulliken_charge:R:1
Ni -2.30264 0.23955 3.06429 0.524
C -1.65857 -0.37733 -0.89498 -0.241
C -0.93085 -1.11993 0.26756 0.061
C 0.53387 -0.76532 0.11251 -1.129
O -1.34464 -0.73824 1.54280 0.142
H -1.01056 -0.28501 -1.76490 0.126
H -1.89259 0.65091 -0.61390 -0.409
H -2.57238 -0.95740 -1.03699 0.191
H -1.05619 -2.20730 0.20576 0.365
H 1.16869 -0.87087 1.00201 0.166
H 0.70308 0.30823 -0.03951 0.228
H 1.04299 -1.32797 -0.67411 0.158
C 0.21139 4.09174 6.61482 -0.348
O -0.54118 4.69019 5.56864 -0.444
C -0.29766 4.05813 4.32961 -0.737
C -1.26317 2.86953 4.18719 -0.633
N -0.93538 1.97282 3.05897 1.350
C -1.06988 2.51334 1.69296 0.727
C -2.51981 2.73150 1.17190 -1.653
O -3.15814 1.47881 1.44310 0.098
C -4.50621 1.47342 1.00744 -0.916
H 1.19505 4.55562 6.71278 0.314
H 0.44821 3.03586 6.42706 -0.068
H -0.38575 4.12352 7.52252 0.282
H 0.71396 3.67666 4.14995 0.494
H -0.49192 4.71229 3.47860 0.339
H -2.34082 3.06461 4.21816 0.505
H -1.22120 2.33187 5.14451 -0.042
H 0.06740 1.86182 3.20546 -0.629
H -0.60163 1.77344 1.04450 -0.818
H -0.48858 3.42207 1.51380 0.748
H -2.50045 2.84803 0.08841 0.538
H -3.00818 3.57824 1.65693 0.529
H -4.67844 1.57114 -0.06769 0.202
H -5.09597 2.27055 1.47030 0.346
H -4.95720 0.52380 1.29579 0.251
C 2.71974 -1.33750 7.33874 -0.775
O 1.84861 -1.46843 6.21922 -0.250
C 0.54676 -0.96863 6.42349 -0.249
C -0.08854 -0.91218 5.04734 -0.364
N -1.51065 -0.52323 4.95278 0.365
C -2.39411 -1.56586 5.47757 -0.507
C -2.93316 -2.42748 4.29699 -0.842
O -3.29059 -1.71635 3.14946 -0.166
C -3.99957 -2.53095 2.20344 -0.997
H 2.39971 -0.72744 8.17869 0.401
H 3.70412 -1.11232 6.92076 0.176
H 3.04523 -2.29942 7.75825 0.285
H 0.68150 0.00199 6.91102 0.312
H -0.02723 -1.66751 7.05002 0.307
H 0.11944 -1.80941 4.47013 0.409
H 0.49405 -0.05452 4.69047 -0.670
H -1.55001 0.23878 5.63169 0.160
H -3.24740 -1.19240 6.04492 0.590
H -1.92191 -2.28615 6.14760 0.249
H -3.76730 -2.97994 4.75055 0.455
H -2.23069 -3.25340 4.13702 0.457
H -3.42859 -3.45275 2.09723 0.389
H -4.17502 -2.07262 1.23604 0.244
H -4.96916 -2.74210 2.66026 0.338
C 1.64392 -4.09930 -1.48845 -0.620
O 2.28325 -5.37938 -1.49417 -0.431
C 2.53436 -5.83377 -0.17544 -0.198
C 2.74181 -7.36394 -0.05798 -0.930
N 4.12256 -7.74063 0.24687 -0.437
C 4.99572 -7.67337 -0.91543 -0.225
C 6.44674 -7.66688 -0.37222 -0.686
O 6.82145 -6.42686 0.19460 -0.367
C 6.99963 -5.42050 -0.80089 -0.773
H 1.02172 -4.08784 -2.38072 0.309
H 2.38461 -3.32889 -1.27395 0.340
H 0.89299 -4.02736 -0.69162 0.221
H 1.80385 -5.49869 0.56759 0.402
H 3.49332 -5.35798 0.08753 0.218
H 2.28444 -7.81348 -0.93887 0.330
H 2.14047 -7.68017 0.79635 0.379
H 4.51404 -7.15216 0.97181 0.273
H 4.82913 -6.77826 -1.52351 0.222
H 4.85424 -8.55500 -1.54390 0.348
H 7.15221 -7.97168 -1.15568 0.371
H 6.53896 -8.41824 0.41305 0.372
H 8.07123 -5.35613 -1.01835 0.310
H 6.70860 -4.41846 -0.48755 0.235
H 6.50563 -5.64756 -1.74259 0.349
C -5.68049 4.84357 -4.82837 -0.819
O -5.93502 3.44456 -4.94573 -0.376
C -5.57961 2.74840 -3.77223 -0.235
C -6.24495 1.35573 -3.85986 -0.731
N -6.25573 0.76202 -5.18405 -0.365
C -4.94276 0.37156 -5.71041 -0.377
C -4.35168 -0.95750 -5.19330 -0.570
O -2.95399 -0.91885 -5.29202 -0.182
C -2.37960 -1.93870 -4.48835 -0.448
H -5.20576 5.15647 -3.89719 0.349
H -6.61386 5.39350 -4.95182 0.294
H -4.99382 5.14533 -5.62273 0.251
H -6.01211 3.22735 -2.88365 0.559
H -4.49493 2.73341 -3.60785 0.151
H -7.27578 1.44161 -3.51452 0.385
H -5.75799 0.61434 -3.21865 0.190
H -6.64929 1.45094 -5.81220 0.390
H -4.28828 1.24267 -5.59340 0.081
H -4.98797 0.20534 -6.78878 0.344
H -4.84731 -1.73027 -5.78308 0.200
H -4.64386 -0.98364 -4.13546 0.335
H -2.66480 -2.93182 -4.84096 0.364
H -2.69566 -1.70286 -3.46709 0.080
H -1.29022 -1.89028 -4.46942 0.184
C 4.16756 4.47723 -0.90784 -0.690
O 4.06724 3.85340 0.35516 -0.396
C 3.13506 2.75882 0.26417 -0.449
C 3.22439 1.93749 1.52683 -0.211
N 2.86037 2.77394 2.66511 -0.040
C 3.52465 2.33317 3.93214 -1.323
C 3.40218 0.85385 4.23056 0.255
O 4.46105 0.18199 3.57024 -0.390
C 4.47111 -1.23337 3.79806 -0.766
H 4.42491 3.78871 -1.71712 0.201
H 4.96264 5.22072 -0.84540 0.288
H 3.24194 5.00730 -1.16102 0.310
H 3.28783 2.09036 -0.58766 0.213
H 2.19117 3.30667 0.15324 0.326
H 4.24333 1.54530 1.59712 0.415
H 2.54557 1.08738 1.42450 -0.092
H 3.20404 3.71839 2.55077 0.295
H 3.12121 2.82991 4.81972 0.384
H 4.55925 2.66333 3.80487 0.511
H 2.35073 0.59589 4.03977 -0.116
H 3.59497 0.62425 5.28607 0.360
H 3.56902 -1.80693 3.59436 0.275
H 4.96992 -1.42257 4.74926 0.283
H 5.18871 -1.62254 3.07076 0.328
C 3.14669 1.36761 -3.69376 -0.393
O 1.74298 1.46643 -3.82346 -0.233
C 1.17744 0.47038 -4.65688 -0.707
C -0.25583 0.85898 -5.04532 -0.187
N -0.17608 2.02401 -5.94934 -0.344
C -1.51632 2.32821 -6.45404 -0.469
C -1.67589 3.67728 -7.15405 -0.642
O -1.85818 4.80456 -6.29681 -0.413
C -1.98775 4.62714 -4.91116 0.007
H 3.36773 0.32981 -3.40669 0.340
H 3.43736 1.97162 -2.83691 -0.268
H 3.69157 1.60126 -4.60918 0.360
H 1.14922 -0.44366 -4.04672 0.256
H 1.77273 0.20547 -5.53261 0.479
H -0.89923 1.07527 -4.18539 0.295
H -0.74166 0.07683 -5.62610 0.270
H 0.12307 2.80586 -5.37486 0.280
H -2.23535 2.14086 -5.64172 0.140
H -1.90332 1.62242 -7.19794 0.334
H -2.52751 3.66302 -7.83048 0.371
H -0.72261 3.77134 -7.68039 0.331
H -1.23368 3.99491 -4.43039 0.095
H -2.90836 4.08902 -4.64326 -0.283
H -2.05512 5.60388 -4.44150 0.415
```

highest occupied orbital energy (spin up / spin down)	-10.0 / -10.0	eV
orbital gap (spin up / spin down)	0.269 / 0.239	hartree
net charge	+1
multiplicity	3
LUMO (spin up / spin down)	-2.69 / -3.52	eV

(2)
Computed, not measured: a molecular structure, C39H99F3N15O14P5, with ωB97M-V/def2-TZVPD.

Geometry as XYZ:
```
175
Properties=species:S:1:pos:R:3:mulliken_charge:R:1
C 3.43760 -2.13520 0.97475 -0.720
C 4.06145 -2.41424 2.33067 0.356
O 3.23439 -1.81385 3.20833 -0.342
C 2.54029 -0.87377 2.56898 -0.300
O 1.75088 -0.12209 3.12015 -0.431
O 2.50900 -1.15787 1.26704 0.305
F 5.27784 -1.88545 2.20678 -0.439
H 3.02845 -3.11237 0.71814 0.300
H 4.15591 -1.74565 0.25337 0.250
H 4.05227 -3.46188 2.63143 0.568
C -2.02134 -4.10656 -1.10642 -0.013
C -3.00287 -4.12199 -2.21561 0.271
O -3.88164 -3.02557 -1.91573 -0.231
C -3.26284 -2.20443 -1.05346 0.174
O -3.68352 -1.06978 -0.81742 -0.427
O -2.15030 -2.74619 -0.51145 0.370
F -3.64560 -5.29101 -2.22704 -0.408
H -1.03924 -4.35921 -1.50611 0.066
H -2.13219 -4.86890 -0.33529 0.233
H -2.48343 -3.98536 -3.16410 0.326
C 0.05902 -1.99347 0.13363 0.315
C 0.73031 -0.89660 -0.55419 0.786
O -0.25613 0.13691 -0.28328 0.046
C -1.29878 -0.22355 0.41534 1.439
O -2.15005 0.52433 0.81060 -0.488
O -1.15361 -1.55976 0.64598 0.176
F 0.91390 -1.11022 -1.87132 -0.531
H 0.65638 -2.18951 1.02404 0.970
H -0.11882 -2.80750 -0.56910 0.453
H 1.69318 -0.72613 -0.07261 -0.045
O -2.33786 4.15193 0.53728 -0.977
P -1.03531 4.58003 -0.01732 -0.014
N -0.09888 5.45344 1.17469 0.319
C -0.60016 5.72929 2.50595 -1.381
C 1.32854 5.76659 0.93965 -0.944
N -1.25494 5.48394 -1.38592 0.415
C -2.29660 4.97873 -2.33007 -0.428
C -0.73941 6.87898 -1.65864 -1.003
N -0.02502 3.25186 -0.46230 1.698
C -0.32246 1.98706 0.24406 -1.819
C 0.93420 3.22505 -1.54019 -0.520
H -0.77878 6.79897 2.61539 0.205
H 0.08671 5.33086 3.25266 0.734
H -1.44399 5.03942 2.49446 0.012
H 1.44475 6.25821 -0.02622 0.241
H 2.04862 4.94845 0.92434 0.142
H 1.72907 6.28312 1.81193 0.455
H -2.44722 5.67253 -3.15715 0.366
H -1.99378 4.04659 -2.80706 -0.216
H -3.18476 4.63602 -1.79919 0.249
H -0.66106 7.50354 -0.76876 0.294
H 0.28611 6.72956 -1.99642 0.350
H -1.21902 7.34080 -2.52165 0.314
H -1.40665 2.03039 0.14029 0.942
H 0.17253 1.08451 -0.11438 -1.403
H 0.20284 2.01336 1.19877 -0.674
H 1.57212 2.34604 -1.44807 -0.623
H 1.67976 4.00445 -1.38281 0.327
H 0.58480 3.21884 -2.57265 0.191
O 1.89365 -3.20203 0.97207 -0.283
P 1.70984 -4.53951 1.56151 -1.182
N 2.33385 -5.93689 0.76940 0.288
C 3.75325 -6.32277 0.82915 -1.088
C 1.77181 -6.38506 -0.51244 -1.054
N 0.09960 -5.07393 1.70993 0.474
C -0.93698 -4.33811 0.86098 -0.589
C -0.37148 -6.24533 2.43694 -1.136
N 2.24821 -4.55975 3.12667 0.601
C 2.52373 -5.76864 3.92152 -1.444
C 2.01226 -3.41867 3.98909 -0.797
H 3.81173 -7.17826 1.50207 0.392
H 4.33498 -5.49620 1.23717 0.263
H 4.29649 -6.59678 -0.07524 0.383
H 1.79284 -7.47234 -0.43847 0.448
H 2.30156 -5.92959 -1.34912 0.332
H 0.74908 -6.01163 -0.56407 0.130
H -1.77806 -4.87558 0.42302 0.463
H -1.26600 -3.58840 1.58055 0.617
H -0.34300 -3.66704 0.24053 -1.396
H 0.11409 -7.04442 1.87679 0.347
H -0.00872 -6.20682 3.46408 0.182
H -1.45746 -6.18942 2.36196 0.354
H 2.39156 -6.65812 3.30552 0.413
H 3.47703 -5.73169 4.44875 0.243
H 1.78403 -5.75123 4.72192 0.479
H 1.61680 -3.65133 4.97782 0.582
H 1.23364 -2.77097 3.58616 -0.091
H 3.01065 -3.08417 4.27092 0.449
O -3.02727 2.09291 3.27569 -0.995
P -1.90838 1.77758 4.16522 0.690
N -2.37434 0.95901 5.63561 0.155
C -1.47293 0.20281 6.50597 -0.797
C -3.77030 0.76428 6.02648 -1.145
N -1.03630 3.08333 4.66381 0.742
C -1.38268 4.48506 4.35831 -2.085
C 0.22371 3.01018 5.41966 -1.080
N -0.77434 0.61127 3.45112 0.581
C 0.44276 1.06589 2.86425 -0.710
C -1.31342 -0.60192 2.89513 -0.391
H -1.00887 0.93505 7.16670 0.193
H -0.81760 -0.35817 5.83968 0.157
H -2.00022 -0.45846 7.19356 0.420
H -4.03259 0.77003 7.08443 0.366
H -3.91587 -0.28310 5.76211 0.404
H -4.41261 1.32355 5.34621 0.270
H -2.46175 4.55109 4.49739 0.375
H -0.90119 5.16314 5.06290 0.501
H -1.14838 4.69598 3.31489 0.978
H 1.02622 3.43749 4.81843 0.306
H 0.16462 3.51643 6.38315 0.320
H 0.47807 1.95633 5.53286 0.296
H 1.06463 1.12953 3.75718 0.035
H 0.87730 0.41746 2.10346 -0.355
H 0.27491 2.03758 2.39977 1.921
H -1.69593 -0.49574 1.87999 0.238
H -2.12896 -0.93111 3.53906 0.617
H -0.62686 -1.44265 2.99471 -0.812
O 4.57787 -1.05643 -3.74884 -0.941
P 3.94432 0.08566 -3.03074 0.357
N 4.90639 1.37500 -3.01085 0.259
C 6.09639 1.52095 -2.13029 -1.079
C 5.23999 1.98284 -4.37791 -0.975
N 3.57840 -0.08317 -1.36011 0.505
C 3.30035 1.05840 -0.40351 -0.537
C 3.01306 -1.46843 -0.97281 -0.822
N 2.40028 0.64669 -3.67140 0.595
C 1.42187 1.63533 -3.00133 -1.360
C 2.01160 0.22973 -5.03221 -0.989
H 7.03877 1.57774 -2.67509 0.391
H 6.14597 0.57932 -1.58350 0.356
H 6.07485 2.43562 -1.53782 0.278
H 5.06350 3.04473 -4.54919 0.276
H 4.62761 1.50231 -5.14091 0.329
H 6.29787 1.80287 -4.56926 0.401
H 2.25095 1.34459 -0.47391 0.113
H 3.39625 0.65688 0.60530 -0.226
H 3.98681 1.89795 -0.51317 0.570
H 1.94179 -1.56560 -0.79662 -0.398
H 3.30667 -2.16204 -1.76072 1.043
H 3.31013 -1.80525 0.02036 -0.538
H 0.83117 1.08562 -2.26853 0.558
H 2.08828 2.40907 -2.62012 0.198
H 0.86345 2.20502 -3.74410 0.891
H 1.07925 -0.33027 -4.95984 0.085
H 2.73942 -0.41686 -5.52241 0.413
H 1.85901 1.02813 -5.75841 0.357
O -5.11574 -0.97509 -2.62360 -0.898
P -4.11383 -0.04591 -3.24137 -0.081
N -3.14327 -0.83340 -4.38344 0.774
C -2.17337 0.03496 -5.20291 -1.031
C -3.73734 -1.86688 -5.22816 -1.315
N -3.11447 0.67882 -2.17983 0.901
C -3.62865 1.83315 -1.37474 -0.200
C -1.73390 0.17823 -1.75019 -1.088
N -4.66614 1.26978 -4.22397 0.549
C -3.93165 2.55609 -4.26535 -0.999
C -6.07535 1.28516 -4.56242 -1.147
H -1.29006 -0.55633 -5.44425 0.388
H -1.73411 0.95766 -4.82373 0.218
H -2.74508 0.38939 -6.06059 0.330
H -4.46623 -2.52133 -4.75013 0.315
H -2.88398 -2.46204 -5.55323 0.410
H -4.27123 -1.36255 -6.03359 0.336
H -2.73772 2.44135 -1.21840 -0.160
H -4.36379 2.33237 -2.00596 0.879
H -3.98206 1.42658 -0.42716 -0.154
H -1.45403 -0.76812 -2.21300 -0.013
H -0.94678 0.91331 -1.58223 0.685
H -1.74610 -0.19988 -0.72794 -0.627
H -4.53086 3.29682 -3.73585 0.603
H -2.91851 2.59238 -3.86494 -0.093
H -3.89848 3.17633 -5.16106 0.437
H -6.28499 0.37173 -5.11901 0.284
H -6.50259 2.11829 -5.12051 0.368
H -6.68619 1.37672 -3.66431 0.363
```

highest occupied orbital energy	-6.4	eV
orbital gap	0.232	hartree
net charge	0
LUMO	-0.05	eV

Across the entries above, electronic energy takes the values -4358.4796, -5424.6171 Eh, respectively.
Across the entries above, relative energy (zero: lowest compared OMol25 entry of this formula, charge and spin) takes the values 0.000, 58.151 eV, respectively.